# 1
Formula: C29H62F3O17
Source: the OMol25 dataset
Level of theory: ωB97M-V/def2-TZVPD

Last column: Löwdin charge in e.
Geometry (Å):
1 O -1.51321 0.28166 -1.62922  -0.0183
2 C -0.10099 0.34936 -1.59773  -0.8083
3 O 0.41674 -0.63731 -1.01196  -0.0628
4 O 0.47006 1.29248 -2.15889  -0.0215
5 H -1.53513 -0.53225 -1.09860  0.0549
6 C 5.47907 0.45212 2.47692  -0.1081
7 O 5.47975 -0.05755 1.17019  -0.1755
8 C 6.71822 0.03219 0.51063  -0.2130
9 C 6.77774 -0.95159 -0.59945  -0.2223
10 O 5.77857 -0.64355 -1.52935  -0.1174
11 C 5.75756 -1.53746 -2.62239  -0.2075
12 C 4.82685 -1.00526 -3.66698  -0.2190
13 O 3.52638 -0.94591 -3.14657  -0.1683
14 C 2.52280 -0.81274 -4.12337  -0.1001
15 H 4.57607 0.08803 2.96040  0.0739
16 H 5.48571 1.54787 2.40746  0.0903
17 H 6.34981 0.10785 3.05223  0.0810
18 H 7.53113 -0.05890 1.24282  0.1184
19 H 6.76707 1.05323 0.09700  0.1342
20 H 6.63656 -1.99424 -0.26558  0.1299
21 H 7.74810 -0.94871 -1.12750  0.1238
22 H 5.56193 -2.53913 -2.21177  0.1216
23 H 6.78536 -1.61274 -3.03445  0.1211
24 H 4.83003 -1.66397 -4.54908  0.1237
25 H 5.17367 -0.00719 -3.96810  0.1308
26 H 2.85486 -0.23285 -4.99329  0.0839
27 H 1.68392 -0.27632 -3.67190  0.0732
28 H 2.11306 -1.78095 -4.44772  0.0851
29 C 2.81479 -3.18265 -0.96580  -0.0905
30 O 3.75596 -2.54567 -0.11739  -0.1694
31 C 3.74830 -3.02567 1.19743  -0.2236
32 C 2.56869 -2.57736 2.01470  -0.2147
33 O 2.40326 -1.19448 1.97525  -0.1199
34 C 1.17377 -0.75132 2.50674  -0.1708
35 C 1.09427 -0.96604 4.02374  -0.2285
36 O 0.46686 -2.18691 4.30918  -0.2072
37 C 0.19404 -2.38008 5.68874  -0.1032
38 H 3.25724 -3.44219 -1.93177  0.0739
39 H 1.95218 -2.52546 -1.09634  0.0785
40 H 2.54343 -4.17310 -0.56569  0.0829
41 H 4.69306 -2.68464 1.63999  0.1167
42 H 3.85483 -4.12227 1.24304  0.1206
43 H 2.68023 -2.89233 3.06587  0.1231
44 H 1.65892 -3.10123 1.67437  0.1319
45 H 0.42943 -1.43850 2.08246  0.1097
46 H 1.02072 0.29100 2.25263  0.1340
47 H 0.62551 -0.13502 4.56958  0.1212
48 H 2.14525 -0.91935 4.36553  0.1258
49 H 0.91584 -1.87013 6.32970  0.0839
50 H 0.20006 -3.46436 5.80460  0.0857
51 H -0.80604 -2.02631 5.97252  0.0831
52 C 4.41334 6.30122 -1.50502  -0.1145
53 O 3.02601 6.50571 -1.39906  -0.1551
54 C 2.70039 7.30296 -0.30239  -0.2430
55 C 1.21410 7.41881 -0.08986  -0.2163
56 O 0.65435 6.13168 -0.06343  -0.0927
57 C -0.66137 6.14702 0.38389  -0.2328
58 C -1.32921 4.78496 0.29043  -0.2282
59 O -1.41542 4.36833 -1.03748  -0.1666
60 C -2.52769 3.50659 -1.26027  -0.1019
61 H 4.58926 5.85677 -2.48435  0.0891
62 H 4.74564 5.57102 -0.75686  0.0924
63 H 5.00360 7.22163 -1.42433  0.0816
64 H 3.20596 8.27919 -0.35961  0.1226
65 H 3.07755 6.86595 0.64342  0.1300
66 H 0.71421 7.99572 -0.88643  0.1309
67 H 1.03620 7.99527 0.82990  0.1240
68 H -1.29574 6.90327 -0.10312  0.1277
69 H -0.76018 6.40916 1.45881  0.1244
70 H -2.32543 4.98644 0.71964  0.1199
71 H -0.78656 4.03465 0.87513  0.1345
72 H -3.43782 4.09795 -1.10294  0.0824
73 H -2.43362 2.58476 -0.68777  0.0707
74 H -2.48928 3.21933 -2.31060  0.0945
75 C -7.21041 -1.15826 -3.29592  -0.1247
76 O -6.03475 -1.90541 -3.35893  -0.1882
77 C -4.90323 -1.18151 -2.93122  -0.2044
78 C -3.74753 -2.04197 -2.49998  -0.1524
79 O -3.88238 -2.58525 -1.19674  -0.1518
80 C -4.87301 -3.57710 -1.03309  -0.1711
81 C -4.91794 -3.99131 0.43504  -0.1868
82 O -5.42812 -5.32194 0.46621  -0.1869
83 C -5.30984 -5.89315 1.72614  -0.1445
84 H -7.19046 -0.34638 -4.04466  0.0907
85 H -7.31379 -0.62079 -2.34175  0.0811
86 H -8.08851 -1.77053 -3.47614  0.0842
87 H -5.17396 -0.46116 -2.14276  0.1150
88 H -4.56287 -0.50123 -3.73134  0.1389
89 H -2.87103 -1.39932 -2.46420  0.1107
90 H -3.63053 -2.85810 -3.22588  0.1372
91 H -4.59280 -4.49026 -1.58168  0.1351
92 H -5.84020 -3.26673 -1.43236  0.1226
93 H -5.64206 -3.39741 0.99824  0.1300
94 H -3.87219 -3.97693 0.75127  0.1253
95 H -4.27165 -6.14018 1.97743  0.0894
96 H -5.86158 -6.83793 1.76769  0.0835
97 H -5.78241 -5.29415 2.51758  0.0882
98 C -2.32630 -0.81118 2.53268  -0.0302
99 C -3.31559 -1.30939 1.49231  -0.2022
100 O -3.91257 -0.17304 0.86991  0.0434
101 C -5.08858 0.25533 1.25642  -0.3974
102 O -5.78176 -0.18178 2.13308  0.1503
103 C -5.50037 1.49447 0.41319  -0.5405
104 F -6.73203 1.31801 -0.07330  0.1603
105 F -5.48829 2.59540 1.18159  0.1597
106 F -4.63869 1.67221 -0.58086  0.1610
107 H -2.87660 -0.29588 3.32143  0.0840
108 H -1.65951 -0.12367 2.01264  0.0852
109 H -1.76017 -1.62779 2.97869  0.0734
110 H -4.07698 -1.97902 1.89402  0.1030
111 H -2.85192 -1.95705 0.75472  0.1084

Properties
- LUMO (eV) = 2.37
- total charge = -1
- energy above the lowest of the compared OMol25 structures with the same formula, charge and spin (kJ/mol) = 89.20
- HOMO energy (eV) = -4.60
- frontier orbital gap (eV) = 6.970



# 2
Formula: C4H8OSi
Source: the OMol25 dataset
Level of theory: ωB97M-V/def2-TZVPD

Last column: natural (NBO) charge in e.
Geometry (Å):
1 C 0.76871 1.07523 0.27131  -0.1882
2 C 0.03542 -0.05612 0.01784  -0.4104
3 C 0.26992 1.14560 1.63345  -0.4144
4 C -0.59900 -0.10325 1.38099  -0.4386
5 O -0.25697 -0.43359 -3.01317  -1.1041
6 Si -0.31936 -1.12822 -1.54155  1.4519
7 H 1.65805 1.54290 -0.21546  0.2089
8 H 1.06670 0.90993 2.47971  0.1960
9 H -0.32108 2.05001 1.84094  0.2089
10 H -1.65709 -0.06064 1.59921  0.2151
11 H -0.13954 -0.97135 1.88510  0.2049
12 H 0.55496 -0.23087 -3.59155  0.5238
13 H 0.59564 -2.27598 -1.43881  -0.2281
14 H -1.65636 -1.46365 -1.30800  -0.2256

Properties
- LUMO (eV) = 0.60
- total charge = 0
- energy above the lowest of the compared OMol25 structures with the same formula, charge and spin (kJ/mol) = 115.01
- HOMO energy (eV) = -9.13
- frontier orbital gap (eV) = 9.739



# 3
Formula: C4H32NO14
Source: the OMol25 dataset
Level of theory: ωB97M-V/def2-TZVPD

Last column: natural (NBO) charge in e.
Geometry (Å):
1 C -0.56428 -1.68927 -1.06525  -0.0701
2 O -1.42872 -2.65236 -0.43496  -0.8206
3 C -0.44442 -0.36407 -0.32519  -0.4442
4 C 0.75847 0.50892 -0.75186  -0.5593
5 C 0.41055 1.95887 -0.97478  0.6988
6 N -0.82450 2.19751 -1.50476  -0.8505
7 O 1.11086 2.91386 -0.65805  -0.6675
8 H 0.42969 -2.15393 -1.01129  0.1724
9 H -0.98441 -1.59834 -2.07086  0.1553
10 H -1.41156 0.13761 -0.32009  0.2188
11 H -0.25950 -0.53718 0.72623  0.2209
12 H 1.40374 0.50705 0.12719  0.2492
13 H 1.19839 -0.00860 -1.59731  0.2424
14 H -0.95063 3.16377 -1.76080  0.3937
15 H -1.49321 1.51982 -1.84659  0.4284
16 H 2.36072 -1.56625 1.20408  0.4947
17 H 3.22519 -1.68717 -0.10224  0.4771
18 O 3.23545 -1.40189 0.81983  -1.0016
19 H -2.23175 -2.36952 2.57013  0.4531
20 H -1.63237 -2.42959 0.54571  0.5184
21 O -1.63894 -1.91372 1.96554  -1.2421
22 H -0.31467 2.90774 2.12907  0.4678
23 H 0.52228 3.50319 1.07882  0.4882
24 O 0.46731 3.47664 2.05361  -0.9596
25 H 0.00486 -0.77116 4.13528  0.4658
26 H -0.99582 -0.87345 2.97190  0.4883
27 O -0.49965 -0.19547 3.55101  -1.0287
28 H -2.97702 -1.63765 -1.19703  0.5004
29 H -3.50810 -0.77795 -0.03182  0.5069
30 O -3.69863 -1.03213 -0.94868  -0.9933
31 H 0.35612 -1.75678 2.12534  0.5043
32 H 0.73828 -3.18161 1.77067  0.4879
33 O 1.11394 -2.36237 2.10398  -0.9781
34 H 1.61783 0.39803 2.70521  0.4775
35 H 1.80280 1.81946 2.08839  0.4879
36 O 2.25984 1.09493 2.53143  -0.9713
37 H 3.68484 -0.27782 -1.94134  0.4924
38 H 2.84383 -0.87361 -2.97412  0.4642
39 O 3.37372 -1.17206 -2.22147  -0.9730
40 H 0.72527 0.87697 -4.21189  0.4660
41 H -0.51403 0.12714 -3.98704  0.4699
42 O 0.29140 0.06932 -4.51988  -0.9334
43 H -3.48234 1.89383 -1.27139  0.4783
44 H -3.61508 0.45353 -1.93358  0.5137
45 O -3.43110 1.39851 -2.09182  -1.0001
46 H -2.08792 0.09992 1.83647  0.5125
47 H -3.26683 0.96854 2.32749  0.4723
48 O -2.82072 0.66844 1.53247  -0.9915
49 H 4.22538 0.82514 0.15458  0.4990
50 H 3.01761 0.70182 -0.57926  0.4799
51 O 3.89783 1.09341 -0.72105  -0.9614

Properties
- LUMO (eV) = 2.57
- total charge = -1
- energy above the lowest of the compared OMol25 structures with the same formula, charge and spin (kJ/mol) = 278.73
- HOMO energy (eV) = -6.79
- frontier orbital gap (eV) = 9.366